Entry 1:
{"formula": "C8H17CoP2", "method": "ωB97M-V with the def2-TZVPD basis set", "total_charge": -1, "multiplicity": 4, "e_above_lowest_kcal_mol": 4.3, "orbital_gap_ev": [2.469, 7.861], "elements": ["C", "C", "C", "C", "C", "Co", "P", "H", "H", "H", "H", "H", "H", "H", "H", "C", "P", "C", "C", "H", "H", "H", "H", "H", "H", "H", "H", "H"], "coordinates": [[-1.310, -1.516, -2.362], [0.100, -1.352, -2.526], [0.408, 0.030, -2.392], [-0.832, 0.740, -2.132], [-1.888, -0.233, -2.073], [-0.504, -0.611, -0.718], [-0.604, -2.536, 0.219], [-1.844, -2.463, -2.455], [0.817, -2.145, -2.729], [1.385, 0.466, -2.552], [-2.944, -0.039, -1.932], [-0.942, 1.810, -2.083], [0.452, -2.891, 1.096], [-0.668, -3.717, -0.577], [-1.805, -2.691, 0.968], [0.226, 2.252, 2.766], [-0.107, 1.038, 1.358], [1.046, 1.936, 0.228], [0.955, -0.289, 2.078], [-0.148, 3.240, 2.476], [1.308, 2.293, 2.974], [-0.330, 1.927, 3.648], [1.778, 2.485, 0.825], [1.570, 1.258, -0.461], [0.445, 2.659, -0.326], [1.536, 0.106, 2.911], [0.279, -1.055, 2.455], [1.622, -0.701, 1.316]], "atomic_forces_ev_per_a": [[-0.3, 0.2, -1.0], [0.0, -0.1, -1.2], [-0.6, 0.3, -0.7], [0.3, 0.0, -0.9], [-0.2, 0.0, -1.3], [0.5, -0.5, 2.3], [0.2, -0.2, 0.8], [0.2, 0.4, 0.3], [-0.3, 0.2, 0.1], [-0.1, 0.0, 0.2], [0.2, 0.0, 0.0], [0.0, 0.0, 0.1], [-0.4, -0.5, 0.3], [0.1, 0.0, -0.1], [0.2, -0.4, 0.4], [-0.5, -0.1, -0.1], [0.5, 0.5, 0.3], [0.4, -0.1, 0.0], [0.0, 0.3, 0.0], [0.1, 0.0, 0.1], [-0.5, 0.0, 0.0], [0.2, 0.1, 0.1], [0.1, 0.0, -0.1], [-0.3, 0.4, 0.2], [0.1, -0.1, -0.2], [0.2, -0.1, 0.1], [0.2, -0.1, 0.0], [-0.2, -0.2, 0.2]]}

=====

Entry 2:
{"formula": "C8H17CuN3S3", "method": "ωB97M-V with the def2-TZVPD basis set", "total_charge": 1, "e_above_lowest_kcal_mol": 12.3, "orbital_gap_ev": 8.627, "elements": ["Cu", "C", "C", "N", "C", "S", "N", "C", "C", "H", "H", "H", "H", "H", "H", "H", "H", "H", "H", "H", "H", "S", "C", "N", "C", "C", "S", "H", "H", "H", "H", "H"], "coordinates": [[-0.844, -1.414, -0.104], [1.819, -1.983, 3.247], [1.541, -1.431, 1.853], [1.242, -0.014, 1.873], [0.029, 0.553, 1.885], [-1.418, -0.360, 1.812], [-0.027, 1.877, 1.981], [-1.232, 2.679, 2.061], [-1.573, 3.012, 3.507], [1.974, -3.056, 3.196], [0.971, -1.787, 3.898], [2.712, -1.527, 3.668], [0.670, -1.948, 1.409], [2.402, -1.589, 1.195], [2.040, 0.597, 1.984], [0.830, 2.385, 2.150], [-2.045, 2.121, 1.597], [-1.054, 3.596, 1.496], [-1.707, 2.095, 4.075], [-2.496, 3.581, 3.543], [-0.786, 3.608, 3.962], [0.529, -0.344, -1.575], [0.042, -0.538, -3.166], [-0.174, -1.708, -3.755], [-0.599, -1.712, -5.140], [-0.356, -0.306, -5.690], [-0.148, 0.797, -4.242], [-0.029, -2.577, -3.262], [-1.661, -1.978, -5.204], [-0.021, -2.455, -5.696], [-1.189, 0.061, -6.283], [0.560, -0.232, -6.274]], "atomic_forces_ev_per_a": [[0.1, 0.6, -0.1], [-0.1, 0.1, -0.3], [-0.1, -0.6, 0.0], [0.1, 0.4, -0.1], [0.2, 0.0, 0.0], [-0.4, -0.5, -0.1], [0.3, 0.0, 0.0], [-0.4, 0.2, 0.2], [0.0, -0.1, -0.2], [0.1, -0.1, 0.0], [0.0, 0.0, 0.1], [0.1, 0.0, 0.1], [0.6, 0.2, 0.3], [-0.2, 0.1, 0.0], [-0.1, 0.0, -0.1], [0.1, -0.1, 0.0], [0.2, 0.1, 0.0], [-0.1, -0.1, -0.1], [0.0, -0.1, 0.1], [-0.1, 0.1, 0.1], [0.0, 0.0, 0.1], [0.0, 0.0, 0.5], [0.0, -0.6, -0.4], [0.1, 0.3, 0.1], [-0.3, -0.2, -0.4], [0.2, 0.3, 0.0], [-0.1, -0.2, 0.0], [0.0, 0.1, 0.1], [0.2, 0.0, 0.0], [-0.1, 0.1, 0.0], [0.0, -0.1, 0.0], [-0.1, -0.1, 0.0]]}

=====

Entry 3:
{"formula": "C8H17I2N2O4P", "method": "ωB97M-V with the def2-TZVPD basis set", "total_charge": 0, "orbital_gap_ev": 9.200, "elements": ["C", "O", "C", "C", "N", "C", "I", "C", "C", "I", "P", "O", "O", "O", "H", "H", "H", "H", "H", "H", "H", "H", "H", "H", "H", "H", "H", "H", "C", "C", "N", "H", "H", "H"], "coordinates": [[-1.720, -3.002, -1.953], [-0.379, -3.139, -1.547], [-0.076, -2.344, -0.423], [0.164, -0.853, -0.832], [-0.341, 0.020, 0.212], [-1.496, 0.785, -0.144], [-0.835, 2.672, -0.993], [-2.438, 0.993, 1.022], [-3.727, 1.682, 0.509], [-1.619, 2.191, 2.608], [1.969, -0.640, -1.152], [2.132, 0.091, -2.402], [2.676, 0.131, 0.028], [2.698, -2.059, -1.293], [-2.374, -3.628, -1.356], [-1.758, -3.275, -2.993], [-2.080, -1.979, -1.871], [0.790, -2.740, 0.078], [-0.914, -2.403, 0.269], [-0.306, -0.663, -1.777], [-0.466, -0.459, 1.091], [-2.067, 0.298, -0.928], [-2.751, 0.062, 1.468], [-3.700, 1.720, -0.568], [-3.838, 2.686, 0.878], [-4.608, 1.116, 0.783], [3.404, 0.642, -0.352], [2.317, -2.469, -2.085], [3.969, 2.312, 2.122], [2.724, 2.761, 2.730], [1.751, 3.109, 3.203], [4.010, 2.644, 1.088], [4.815, 2.728, 2.665], [4.022, 1.226, 2.152]], "atomic_forces_ev_per_a": [[0.1, 0.1, 0.0], [0.7, -0.1, 0.1], [-0.8, 0.4, -0.6], [0.9, -1.4, 2.2], [-0.1, 0.2, -0.4], [0.7, -0.3, 0.9], [-0.1, 0.0, -0.3], [-1.0, 1.4, -0.3], [0.2, -0.4, 0.1], [0.2, -0.4, 0.1], [-0.2, 1.0, -1.8], [0.0, 0.6, -1.1], [0.1, -0.6, 1.0], [-0.5, -0.3, 0.8], [-0.2, -0.3, 0.1], [-0.2, -0.3, -0.4], [0.0, 0.3, 0.0], [0.3, -0.4, 0.1], [-0.2, 0.2, 0.3], [-0.1, 0.3, -0.5], [0.1, 0.1, 0.1], [-0.2, 0.1, -0.4], [0.4, -0.5, 0.1], [-0.1, 0.1, -0.4], [0.0, 0.3, 0.1], [-0.2, -0.1, 0.2], [-0.1, 0.0, 0.0], [0.3, -0.2, 0.0], [0.0, 0.0, 0.0], [1.1, -0.4, -0.6], [-1.1, 0.5, 0.6], [0.0, 0.1, 0.0], [0.0, 0.0, 0.0], [0.0, 0.0, 0.0]]}

=====

Entry 4:
{"formula": "C8H17IN", "method": "ωB97M-V with the def2-TZVPD basis set", "total_charge": 1, "e_above_lowest_kcal_mol": 76.7, "orbital_gap_ev": [9.241, 6.557], "elements": ["C", "C", "C", "C", "C", "C", "C", "C", "N", "I", "H", "H", "H", "H", "H", "H", "H", "H", "H", "H", "H", "H", "H", "H", "H", "H", "H"], "coordinates": [[-0.346, 0.352, -0.547], [-1.394, 0.327, 0.571], [0.968, -1.327, 0.666], [-0.282, 1.649, -1.337], [-2.778, -0.218, 0.129], [-1.002, 0.908, 1.834], [1.264, -2.446, -0.299], [2.121, 0.389, -0.804], [1.039, 0.061, 0.142], [1.731, -1.410, 2.575], [-0.435, -0.496, -1.220], [0.087, 2.391, -0.617], [-1.349, 2.038, -1.594], [0.190, 1.800, -2.293], [-3.106, -0.794, 1.004], [-2.706, -0.785, -0.924], [-3.416, 0.716, 0.052], [-0.092, 1.547, 1.702], [-0.898, 0.090, 2.597], [-2.025, 1.397, 2.170], [0.969, -3.579, 0.032], [2.343, -2.431, -0.388], [0.698, -2.241, -1.303], [2.052, -0.265, -1.712], [1.966, 1.511, -1.064], [3.057, 0.036, -0.199], [1.343, 0.783, 0.827]], "atomic_forces_ev_per_a": [[0.3, -0.1, 0.6], [0.7, -1.8, -3.6], [0.0, 0.0, 0.6], [-2.7, 1.9, 0.7], [1.4, 1.2, -0.5], [-2.8, 0.3, 1.4], [-2.0, -1.4, -0.6], [1.9, -0.8, -0.6], [-0.7, 0.8, -1.5], [0.0, -0.2, 0.1], [-0.2, -0.1, 0.0], [0.0, 0.3, -0.3], [1.5, -1.0, 0.8], [0.8, -0.8, -0.2], [-0.5, -0.3, -0.7], [-0.4, 1.2, 2.7], [0.2, -1.3, -0.2], [-1.3, -0.1, 0.9], [0.4, 0.8, -0.3], [2.4, 0.1, -0.1], [0.5, 3.1, -0.4], [0.3, -0.3, -0.7], [1.3, -0.5, 1.7], [0.0, 0.8, 0.7], [1.1, -2.2, 0.5], [-1.1, 1.4, -1.5], [-1.4, -1.1, 0.5]]}

=====

Entry 5:
{"formula": "C8H17N2O2", "method": "ωB97M-V with the def2-TZVPD basis set", "total_charge": 1, "multiplicity": 3, "e_above_lowest_kcal_mol": 50.0, "orbital_gap_ev": [7.425, 7.266], "elements": ["C", "C", "C", "C", "C", "C", "C", "C", "N", "N", "O", "O", "H", "H", "H", "H", "H", "H", "H", "H", "H", "H", "H", "H", "H", "H", "H", "H", "H"], "coordinates": [[-0.921, -0.231, -0.108], [1.238, -0.751, -0.128], [-2.999, 1.186, -0.238], [-3.254, -1.253, 0.344], [2.236, 1.496, -0.912], [3.216, 0.127, 1.108], [-2.323, -0.013, 0.431], [2.532, 0.104, -0.284], [-0.627, -0.673, -1.290], [0.207, -0.173, 0.641], [0.701, -0.952, -1.398], [1.549, -2.094, 0.578], [-3.957, 1.502, 0.257], [-3.255, 0.985, -1.199], [-2.343, 2.110, -0.393], [-3.919, -1.038, -0.363], [-3.805, -1.203, 1.330], [-2.772, -2.179, 0.288], [1.755, 2.271, -0.117], [1.689, 1.290, -1.728], [3.139, 1.836, -1.142], [4.217, 0.455, 1.021], [3.256, -0.952, 1.587], [2.893, 0.892, 1.708], [-2.003, 0.332, 1.497], [3.294, -0.326, -0.845], [-1.241, -0.403, -2.031], [0.278, 0.420, 1.418], [1.218, -2.763, -0.031]], "atomic_forces_ev_per_a": [[-4.2, 2.6, 5.8], [2.8, -1.4, 2.5], [0.6, 2.4, 2.3], [1.4, 1.9, 5.1], [-2.2, -0.5, 6.3], [0.2, -3.2, -0.7], [2.0, 0.7, 1.0], [-1.0, 1.1, 2.6], [1.9, -2.3, -3.7], [0.7, -0.8, -1.6], [-1.6, -0.5, -1.3], [-0.5, 2.4, -1.9], [1.0, -0.4, -0.2], [-1.0, -1.1, -3.1], [-0.7, -1.2, 0.9], [-2.8, 0.2, -3.1], [0.3, -0.5, -1.1], [0.7, -1.3, -0.3], [0.8, -1.9, -2.1], [-2.2, 0.2, -3.0], [3.7, 1.9, -1.3], [1.4, -0.1, -0.7], [-0.3, 2.5, -0.8], [-1.8, 1.5, 2.0], [-1.2, -0.9, -1.4], [0.5, -1.6, -1.7], [0.6, 0.0, -1.9], [0.7, 0.8, 1.3], [0.0, -0.4, -0.1]]}

=====

Entry 6:
{"formula": "C8H17N3O2", "method": "ωB97M-V with the def2-TZVPD basis set", "total_charge": 0, "smiles": "[H]/N=C\\N(C)CCCN(C)CC(=O)O", "e_above_lowest_kcal_mol": 0.0, "orbital_gap_ev": 9.138, "elements": ["C", "C", "C", "C", "C", "C", "C", "C", "N", "N", "N", "O", "O", "H", "H", "H", "H", "H", "H", "H", "H", "H", "H", "H", "H", "H", "H", "H", "H", "H"], "coordinates": [[-1.187, 2.778, -1.607], [1.497, -0.788, 0.429], [0.461, -1.777, -0.080], [1.588, 0.527, -0.407], [-1.698, -0.930, -0.820], [-1.299, -1.451, 1.494], [-0.045, 1.865, 0.974], [0.122, 2.091, -1.503], [-0.830, -1.249, 0.163], [-1.508, -0.906, -2.090], [0.192, 1.268, -0.304], [-1.427, 3.930, -1.459], [-2.221, 1.932, -2.003], [1.402, -0.504, 1.425], [2.424, -1.233, 0.327], [0.567, -2.031, -1.062], [0.571, -2.785, 0.469], [2.385, 1.083, 0.132], [1.851, 0.147, -1.361], [-2.705, -0.652, -0.479], [-1.704, -2.489, 1.789], [-0.488, -1.385, 2.246], [-2.050, -0.646, 1.699], [-0.208, 1.066, 1.734], [0.836, 2.490, 1.231], [-0.915, 2.589, 1.118], [0.945, 2.725, -1.710], [0.393, 1.225, -2.327], [-1.891, 1.042, -1.988], [-0.530, -0.938, -2.406]], "atomic_forces_ev_per_a": [[-2.5, -1.5, -1.8], [-0.8, 0.9, -2.3], [0.5, -0.6, 3.4], [-2.4, -0.4, 3.8], [0.0, -0.3, -0.5], [-1.1, -0.2, 1.9], [0.2, 1.1, 1.4], [1.2, -3.4, -1.3], [-1.1, -1.0, 0.4], [0.2, 0.9, -0.1], [2.2, -1.0, -1.9], [0.5, 0.9, 0.4], [0.8, 2.1, 0.9], [-0.5, 0.1, 1.9], [2.2, -1.0, 0.0], [0.5, -0.4, -2.8], [-0.2, 1.3, -0.6], [-0.3, 0.3, -0.9], [0.0, 0.7, -1.4], [0.3, -0.3, 0.1], [0.1, 1.2, -1.1], [-0.2, 0.6, -0.6], [0.4, -0.9, 0.2], [0.3, 0.6, -0.4], [-0.2, -0.2, 0.5], [0.8, -1.1, -1.0], [0.8, 1.5, 0.5], [-1.6, 2.3, 1.2], [0.2, -1.5, -0.4], [-0.4, -0.5, 0.4]]}

=====

Entry 7:
{"formula": "C8H17N3O6", "method": "ωB97M-V with the def2-TZVPD basis set", "total_charge": 0, "smiles": "CNC[C@H]1CCC(=O)O1.C[N+](=O)[O-].C[N+](=O)[O-]", "e_above_lowest_kcal_mol": 141.1, "orbital_gap_ev": 8.608, "elements": ["C", "N", "C", "C", "C", "C", "C", "O", "O", "H", "H", "H", "H", "H", "H", "H", "H", "H", "H", "H", "C", "N", "O", "O", "H", "H", "H", "C", "N", "O", "O", "H", "H", "H"], "coordinates": [[-1.169, -2.088, 0.447], [-1.061, -1.479, -0.887], [-1.692, -0.191, -1.044], [-1.254, 0.887, -0.074], [0.144, 1.436, -0.215], [-0.035, 2.744, 0.560], [-1.442, 3.162, 0.140], [-1.951, 4.272, 0.172], [-2.076, 2.067, -0.360], [-0.171, -2.234, 0.850], [-1.776, -1.512, 1.130], [-1.626, -3.068, 0.362], [-0.103, -1.432, -1.184], [-1.453, 0.186, -2.036], [-2.775, -0.264, -1.000], [-1.440, 0.656, 0.973], [0.385, 1.635, -1.251], [0.915, 0.840, 0.259], [-0.031, 2.603, 1.635], [0.635, 3.552, 0.296], [2.873, 2.273, -4.404], [2.614, 1.490, -3.165], [3.072, 1.906, -2.124], [1.951, 0.485, -3.282], [3.470, 3.137, -4.143], [3.397, 1.620, -5.094], [1.909, 2.562, -4.809], [0.286, -3.833, 4.427], [-0.792, -3.330, 3.533], [-1.389, -4.139, 2.860], [-0.993, -2.136, 3.546], [0.352, -4.908, 4.311], [1.208, -3.343, 4.129], [0.019, -3.557, 5.442]], "atomic_forces_ev_per_a": [[0.2, -0.4, -0.9], [-0.3, 0.0, 0.3], [0.2, 0.2, -0.1], [-0.3, 0.5, -0.4], [0.2, 0.3, 1.1], [-0.5, 0.5, -0.8], [-0.8, 1.4, -0.1], [0.8, -2.0, -0.1], [0.0, 0.3, 0.4], [0.1, 0.1, 0.4], [0.0, 0.2, 0.2], [-0.1, -0.2, 0.1], [0.2, 0.0, -0.1], [0.0, 0.0, -0.2], [-0.2, -0.2, 0.1], [-0.1, -0.4, 0.1], [0.1, -0.1, -0.3], [0.1, -0.4, -0.2], [0.1, -0.1, 0.2], [0.3, 0.1, 0.1], [0.1, 0.1, 0.0], [0.0, 0.1, -0.1], [0.1, 0.1, 0.2], [-0.2, -0.2, 0.0], [0.0, 0.0, 0.0], [-0.1, 0.0, 0.0], [0.0, -0.1, 0.0], [0.1, -0.1, 0.0], [0.1, -0.1, 0.2], [-0.1, -0.1, -0.1], [-0.1, 0.2, 0.1], [0.0, 0.0, 0.0], [0.0, 0.1, 0.0], [0.0, 0.1, 0.0]]}

=====

Entry 8:
{"formula": "C8H17NO", "method": "ωB97M-V with the def2-TZVPD basis set", "total_charge": 0, "e_above_lowest_kcal_mol": 132.5, "orbital_gap_ev": 8.157, "elements": ["C", "C", "C", "C", "C", "C", "N", "C", "C", "O", "H", "H", "H", "H", "H", "H", "H", "H", "H", "H", "H", "H", "H", "H", "H", "H", "H"], "coordinates": [[0.888, 0.512, 0.444], [-1.575, -0.092, 0.625], [-0.068, 0.131, -1.742], [1.186, 0.065, 1.850], [-2.292, 1.198, 0.324], [-2.277, -1.347, 0.182], [0.161, -0.266, -0.370], [2.609, -0.051, -0.605], [2.988, -1.294, -0.818], [0.843, 1.884, 0.392], [0.722, 2.167, -0.524], [-1.294, -0.152, 1.673], [3.202, 0.819, -0.880], [0.458, 1.032, -2.078], [-1.117, 0.300, -1.999], [0.248, -0.685, -2.389], [0.625, 0.655, 2.573], [2.247, 0.229, 2.036], [0.974, -0.993, 1.965], [-1.706, 2.065, 0.628], [-2.527, -1.314, -0.879], [-2.531, 1.285, -0.737], [-3.247, 1.248, 0.864], [-1.666, -2.226, 0.380], [-3.214, -1.479, 0.738], [2.363, -2.131, -0.522], [3.997, -1.560, -1.131]], "atomic_forces_ev_per_a": [[5.2, -0.4, -1.8], [1.4, -0.7, -1.6], [0.0, 0.0, -0.5], [0.1, 0.1, -0.2], [0.2, 0.1, -0.1], [-0.1, 0.0, 0.2], [-5.7, -0.4, 1.9], [-1.5, 1.4, 1.5], [0.1, -0.1, 0.6], [-0.2, 0.3, 0.1], [0.0, -0.1, 0.1], [0.4, 0.0, -0.2], [0.2, 0.0, 0.1], [0.1, -0.1, 0.1], [-0.1, 0.0, 0.4], [0.2, 0.0, -0.1], [-0.1, 0.0, 0.0], [-0.1, 0.0, 0.1], [0.0, 0.0, 0.0], [0.0, 0.0, 0.0], [0.0, 0.0, 0.0], [0.0, 0.0, 0.0], [0.1, -0.2, 0.0], [0.0, 0.0, -0.1], [0.0, 0.1, -0.1], [-0.1, 0.0, 0.0], [-0.2, 0.1, -0.4]]}